[1]
DFT (ωB97M-V with the def2-TZVPD basis set) results for C34H32N9O7PTeTm as an isolated structure at a distorted geometry.

Structure (XYZ):
```
85
Properties=species:S:1:pos:R:3
Tm -0.24 0.01 -0.05
C 0.00 4.63 -0.84
C 0.74 4.74 -2.01
C 0.87 3.64 -2.81
C 0.29 2.42 -2.43
N -0.36 2.29 -1.25
C -0.53 3.39 -0.51
N 0.39 1.43 -3.39
C 0.12 0.17 -3.36
N -0.22 -0.69 -2.34
C -0.38 -1.95 -2.90
N -0.73 -3.08 -2.40
C -1.28 -3.29 -1.13
C -1.54 -4.62 -0.80
C -2.20 -4.92 0.38
C -2.62 -3.87 1.19
C -2.31 -2.58 0.79
N -1.62 -2.29 -0.32
C -0.06 -1.90 -4.35
C -0.05 -2.88 -5.33
C 0.27 -2.48 -6.62
C 0.55 -1.15 -6.92
C 0.53 -0.18 -5.93
C 0.22 -0.59 -4.64
H -0.16 5.48 -0.20
H 1.18 5.69 -2.29
H 1.40 3.66 -3.75
H -1.13 4.33 1.14
H -1.23 -5.39 -1.49
H -2.40 -5.94 0.65
H -3.16 -4.03 2.11
H -2.64 -1.74 1.38
H -0.29 -3.90 -5.08
H 0.29 -3.22 -7.42
H 0.79 -0.87 -7.94
H 0.75 0.86 -6.13
O -2.14 0.60 0.04
C -2.56 1.33 1.14
C -2.54 0.51 2.45
C -3.63 0.55 3.30
C -3.65 -0.16 4.49
C -2.56 -0.93 4.86
C -1.47 -1.00 4.03
C -1.43 -0.31 2.80
O -0.39 -0.48 2.01
N -4.83 -0.10 5.34
O -5.79 0.56 4.98
O -4.83 -0.76 6.38
H -3.62 1.64 1.02
H -4.49 1.16 3.04
H -2.59 -1.48 5.80
H -0.60 -1.60 4.28
C 3.68 -3.97 -1.95
N 2.73 -3.42 -1.00
C 2.16 -4.07 0.08
C 1.30 -3.17 0.63
N 1.34 -2.00 -0.08
C 2.20 -2.18 -1.05
H 3.89 -5.01 -1.67
H 4.62 -3.42 -1.93
H 3.27 -3.96 -2.96
H 2.41 -5.08 0.34
H 0.68 -3.27 1.51
H 2.48 -1.44 -1.78
C 0.18 3.23 3.83
C 1.09 2.12 3.38
O 1.01 1.94 1.93
P 2.24 1.09 1.28
O 1.78 0.88 -0.16
Te 3.19 -0.57 2.63
O 3.40 2.22 1.23
C 3.20 3.36 0.37
C 2.81 4.57 1.19
H 0.15 3.23 4.92
H -0.84 3.10 3.46
H 0.54 4.21 3.50
H 0.84 1.18 3.85
H 2.13 2.35 3.63
H 2.45 3.14 -0.39
H 4.15 3.53 -0.14
H 1.81 4.45 1.61
H 2.82 5.47 0.56
H 3.52 4.72 2.01
N -1.29 3.42 0.72
C -2.07 2.69 1.48
```

Calculated values
net charge	-1
multiplicity	3
energy relative to the best compared isomer or geometry (same formula, charge and spin)	137.5	kJ/mol
E	-109638.652	eV
<S²>	2.0020

***

[2]
DFT (ωB97M-V with the def2-TZVPD basis set) results for the molecule C5H9NS at a distorted geometry.

Structure (XYZ):
```
16
Properties=species:S:1:pos:R:3
C 0.76 0.40 -0.25
C -1.44 -0.75 -0.58
C 2.23 0.46 -0.53
C 0.12 1.52 0.52
C -1.72 -1.85 0.41
N 0.08 -0.55 -0.68
S -2.45 0.15 -1.41
H 2.26 1.30 -1.18
H 2.80 -0.35 -1.03
H 2.92 0.53 0.33
H 0.71 2.43 0.67
H -0.07 1.29 1.57
H -0.87 1.78 0.26
H -2.80 -1.82 0.74
H -1.00 -1.71 1.24
H -1.53 -2.81 -0.08
```

Calculated values
energy relative to the best compared isomer or geometry (same formula, charge and spin)	131.9	kJ/mol
E	-17654.826	eV

***

[3]
DFT (ωB97M-V with the def2-TZVPD basis set) results for an isolated ion of composition C4H13N2 and charge +1 at a distorted geometry.

Structure (XYZ):
```
19
Properties=species:S:1:pos:R:3
N 1.83 -0.71 -1.23
C 1.13 0.04 -0.12
C 0.35 1.33 -0.54
C 0.00 -1.07 0.28
N -1.24 -0.76 1.12
C -1.99 0.56 1.34
H 2.24 -0.07 -1.89
H 1.14 -1.30 -1.78
H 2.57 -1.35 -0.85
H 1.78 0.28 0.81
H 0.80 2.24 -0.06
H 0.43 1.41 -1.72
H -0.77 1.39 -0.41
H 0.62 -1.85 0.84
H -0.57 -1.26 -0.67
H -1.96 -1.43 0.93
H -2.35 0.87 0.30
H -1.31 1.37 1.55
H -2.70 0.29 2.11
```

Calculated values
net charge	+1
energy relative to the best compared isomer or geometry (same formula, charge and spin)	339.0	kJ/mol
E	-7329.973	eV

***

[4]
DFT (ωB97M-V with the def2-TZVPD basis set) results for C25H46P2Y as an isolated structure at a distorted geometry.

Structure (XYZ):
```
74
Properties=species:S:1:pos:R:3
Y 0.09 -0.38 -2.61
C -0.66 -2.46 2.98
C 0.69 -2.53 2.53
C 0.57 -0.92 4.17
C -0.73 -1.46 4.00
C 1.45 -1.57 3.27
C -1.79 -3.25 2.48
H -1.59 -3.61 1.46
H -2.71 -2.64 2.45
H -2.00 -4.13 3.10
C -1.93 -1.03 4.72
H -2.80 -1.64 4.44
H -2.17 0.03 4.51
H -1.80 -1.11 5.82
C 0.91 0.17 5.11
H 0.64 -0.09 6.15
H 0.36 1.10 4.85
H 1.99 0.38 5.07
C 2.88 -1.28 3.09
H 3.51 -1.83 3.81
H 3.09 -0.21 3.24
H 3.21 -1.57 2.09
C 1.22 -3.43 1.50
H 1.57 -4.38 1.93
H 2.08 -2.98 0.98
H 0.45 -3.67 0.76
C -1.41 0.89 -3.87
C -1.70 -0.47 -3.83
C -0.93 -1.52 -4.64
C 0.54 -1.22 -5.13
C 1.56 -0.49 -4.24
C 1.57 0.85 -3.86
C 0.84 1.98 -4.57
C -0.63 1.62 -4.96
H -1.55 -1.62 -5.55
H 0.47 -0.74 -6.13
H -0.95 -2.51 -4.14
H -0.66 1.05 -5.90
H -2.08 1.56 -3.30
H -2.42 -0.88 -3.08
H -1.18 2.55 -5.16
H 0.82 2.87 -3.91
H 2.38 1.16 -3.17
H 1.40 2.31 -5.47
H 0.98 -2.22 -5.31
H 2.33 -1.15 -3.82
P -1.89 0.83 0.18
P 1.71 1.69 0.95
C -0.81 1.93 -0.77
C 0.52 2.54 -0.25
H -1.48 2.79 -0.95
H -0.63 1.60 -1.84
H 1.13 2.80 -1.13
H 0.28 3.51 0.24
C 2.51 3.21 1.59
H 3.17 2.91 2.41
H 1.73 3.88 2.00
H 3.08 3.74 0.82
C 3.01 1.14 -0.24
H 3.33 1.95 -0.91
H 2.65 0.31 -0.87
H 3.88 0.76 0.31
C -3.58 1.05 -0.40
H -4.25 0.39 0.18
H -3.71 0.84 -1.47
H -3.87 2.10 -0.20
C -1.55 -0.94 -0.01
H -0.86 -1.27 0.77
H -1.15 -1.35 -0.97
H -2.50 -1.48 0.13
C -1.70 1.30 1.88
H -0.68 1.04 2.22
H -2.42 0.75 2.50
H -1.87 2.38 1.99
```

Calculated values
net charge	+1
energy relative to the best compared isomer or geometry (same formula, charge and spin)	490.9	kJ/mol
E	-46277.840	eV

***

[5]
DFT (ωB97M-V with the def2-TZVPD basis set) results for the molecule C2H4N2O2S at a distorted geometry.

Structure (XYZ):
```
11
Properties=species:S:1:pos:R:3
C 1.72 1.53 -0.28
C 0.59 1.30 0.46
N -1.21 -2.28 -0.03
N -1.32 -2.38 -1.20
O -1.99 0.78 -0.36
O -0.60 -1.02 0.68
S -0.67 0.27 -0.41
H 2.56 1.87 0.23
H 1.93 1.18 -1.34
H 0.62 1.66 1.47
H -1.65 -2.91 0.77
```

Calculated values
energy relative to the best compared isomer or geometry (same formula, charge and spin)	548.1	kJ/mol
E	-20043.802	eV

***

[6]
DFT (ωB97M-V with the def2-TZVPD basis set) results for a 2-piece molecular cluster, C10H16 overall at a distorted geometry.

Structure (XYZ):
```
26
Properties=species:S:1:pos:R:3
C 1.80 -0.16 2.32
C 0.56 -2.07 1.23
C 0.54 -0.78 1.78
C -0.50 -2.60 0.53
C -0.67 -0.11 1.78
C -1.69 -1.88 0.43
C -1.76 -0.66 1.08
H 1.47 -2.66 1.31
H -0.43 -3.58 0.08
H 2.13 -0.68 3.23
H 1.67 0.88 2.57
H -0.86 0.83 2.28
H -2.57 -2.22 -0.11
H -2.69 -0.10 1.04
H 2.62 -0.36 1.63
C 0.17 1.93 -2.33
C -0.36 0.55 -2.74
C 0.32 2.05 -0.82
H -0.51 2.67 -2.75
H 1.10 2.21 -2.82
H 0.38 -0.15 -3.13
H -0.87 0.07 -1.90
H 1.01 2.83 -0.50
H 0.86 1.17 -0.47
H -1.14 0.63 -3.50
H -0.59 2.19 -0.23
```

Calculated values
energy relative to the best compared isomer or geometry (same formula, charge and spin)	44.1	kJ/mol
E	-10629.286	eV

***

[7]
DFT (ωB97M-V with the def2-TZVPD basis set) results for a 2-piece molecular cluster, C14H12F5N2O4S overall at a distorted geometry.

Structure (XYZ):
```
38
Properties=species:S:1:pos:R:3
F 6.21 0.23 2.02
C 5.33 1.33 1.82
F 4.76 1.64 3.10
F 6.05 2.43 1.30
C 4.22 0.85 0.79
C 4.30 -0.51 0.01
C 3.23 -1.00 -1.00
C 2.00 -0.09 -1.22
C 1.91 1.24 -0.43
C 0.60 2.16 -0.63
F 0.13 2.14 -1.99
F 0.95 3.52 -0.36
C -0.62 1.66 0.33
C -1.83 2.56 0.36
C -3.01 2.06 1.22
C -2.65 0.71 1.86
N -1.41 0.11 1.69
N -0.35 0.46 0.98
C 2.98 1.76 0.56
H 5.22 -1.16 0.23
H 3.43 -1.99 -1.52
H 1.20 -0.45 -1.95
H -1.86 3.53 -0.23
H -4.00 2.59 1.37
H -3.44 0.20 2.51
H -1.27 -0.79 2.20
H 2.85 2.77 1.09
C -4.15 -1.99 -1.47
C -3.81 -3.47 -1.43
O -2.40 -3.53 -1.63
S -1.71 -2.20 -0.99
O -1.23 -2.54 0.32
O -0.90 -1.58 -1.99
O -3.07 -1.33 -0.81
H -4.20 -1.62 -2.50
H -5.10 -1.77 -0.97
H -4.33 -4.04 -2.19
H -4.03 -3.90 -0.44
```

Calculated values
net charge	+1
energy relative to the best compared isomer or geometry (same formula, charge and spin)	664.0	kJ/mol
E	-50291.403	eV

***

[8]
DFT (ωB97M-V with the def2-TZVPD basis set) results for a 7-piece molecular cluster, C15H21FN6O3 overall at a distorted geometry.

Structure (XYZ):
```
46
Properties=species:S:1:pos:R:3
C -14.74 -10.42 -23.16
C -13.80 -9.32 -23.76
O -13.80 -8.34 -22.76
C -14.86 -8.48 -21.97
O -15.31 -7.70 -21.20
O -15.48 -9.69 -22.18
F -14.31 -8.69 -24.83
H -14.20 -11.20 -22.63
H -15.28 -11.00 -23.91
H -12.85 -9.77 -24.04
C -6.51 -5.48 -24.29
C -7.89 -5.52 -23.76
N -8.98 -5.46 -23.36
H -6.57 -5.53 -25.38
H -6.07 -6.44 -24.06
H -5.88 -4.62 -24.07
C -14.61 -4.07 -24.68
C -15.82 -4.49 -25.44
N -16.77 -4.79 -26.02
H -14.40 -4.85 -23.95
H -14.83 -3.11 -24.21
H -13.72 -3.87 -25.29
C -8.18 -5.25 -13.58
C -8.67 -5.33 -12.15
N -9.05 -5.37 -11.04
H -7.17 -5.58 -13.82
H -8.39 -4.25 -13.97
H -8.80 -5.92 -14.18
C -17.94 -3.13 -20.64
C -16.99 -2.50 -19.73
N -16.22 -2.04 -19.01
H -18.90 -2.60 -20.56
H -17.93 -4.21 -20.53
H -17.45 -2.91 -21.59
C -10.25 -11.16 -17.11
C -9.05 -11.91 -17.38
N -8.08 -12.50 -17.71
H -10.71 -10.97 -18.08
H -9.90 -10.22 -16.69
H -11.00 -11.58 -16.44
C -12.21 -4.75 -19.15
C -12.02 -5.81 -18.22
N -11.85 -6.64 -17.47
H -12.13 -5.16 -20.16
H -11.39 -4.04 -19.06
H -13.19 -4.28 -19.03
```

Calculated values
E	-33693.139	eV